DFT (ωB97M-V with the def2-TZVPD basis set) results for C24H33IrN8O12P2S2 as an isolated structure in a non-equilibrium geometry.

Each line ends with the Löwdin charge.
CARTESIAN COORDINATES (ANGSTROEM)
Ir: -17.7953 -5.0837 9.4027  1.380
N: -20.4582 -7.7234 8.7105  0.182
C: -20.6797 -6.6876 7.6447  -0.511
C: -21.8110 -7.1230 6.7079  -0.081
P: -21.0352 -5.0303 8.4722  0.418
O: -20.7866 -3.9268 7.3316  -0.136
O: -22.3615 -4.8892 9.1167  -0.292
O: -19.8623 -4.9958 9.5893  -0.561
P: -19.1171 -6.4049 6.6967  0.412
O: -18.3426 -7.8031 6.7832  -0.162
O: -19.3355 -5.7736 5.3856  -0.269
O: -18.3090 -5.2330 7.4823  -0.508
H: -21.2809 -7.9519 9.2654  0.167
H: -19.6904 -7.4310 9.3484  0.120
H: -20.1069 -8.6153 8.3034  0.167
H: -22.7564 -7.2214 7.2780  0.089
H: -21.5716 -8.0710 6.1685  0.096
H: -21.9797 -6.3436 5.9440  0.095
H: -20.1294 -4.1056 6.6461  0.054
H: -17.3775 -7.6191 7.0280  0.018
C: -16.8398 -5.6393 13.3441  0.011
C: -17.1579 -5.3278 11.9194  -0.632
O: -16.2255 -5.0497 11.0514  -0.234
O: -18.3628 -5.3835 11.4437  -0.189
H: -15.7526 -5.4797 13.5301  0.090
H: -17.1493 -6.6898 13.5730  0.103
H: -17.4065 -4.9760 14.0215  0.094
C: -15.5623 0.0472 13.1964  -0.113
C: -14.5138 -1.0575 12.9398  -0.242
C: -14.5090 -1.5501 11.4896  -0.174
N: -15.7372 -2.2916 11.0894  0.045
C: -16.7655 -1.8407 10.3741  -0.687
S: -18.1583 -2.8051 10.0893  0.838
N: -16.7854 -0.5448 9.9682  0.111
C: -17.5334 -0.0072 8.8446  -0.371
O: -16.9171 0.6429 8.0217  0.106
C: -19.0166 -0.2121 8.8387  -0.227
C: -19.6057 -0.4225 7.5951  -0.014
C: -20.9139 -0.9019 7.5535  -0.059
C: -21.6459 -0.9984 8.7661  -0.057
C: -21.0927 -0.5415 9.9584  -0.079
C: -19.7512 -0.2096 10.0096  -0.100
H: -15.4411 0.5063 14.1942  0.067
H: -16.6186 -0.3265 13.1617  0.080
H: -15.4683 0.8956 12.4681  0.078
H: -14.6458 -1.9179 13.6187  0.107
H: -13.4951 -0.7015 13.1770  0.109
H: -13.6563 -2.2264 11.3512  0.112
H: -14.3499 -0.6722 10.8078  0.127
H: -15.7542 -3.2901 11.2993  0.087
H: -15.9283 0.0073 10.0888  0.131
H: -18.9752 -0.2513 6.7263  0.124
H: -21.3605 -1.2616 6.6445  0.098
H: -22.6684 -1.3771 8.7823  0.111
H: -21.7005 -0.5006 10.8556  0.106
H: -19.3016 0.0766 10.9539  0.114
O: -15.9403 -7.2079 7.3126  -0.015
C: -15.6124 -6.0104 7.2773  -0.416
N: -15.9704 -5.0628 8.3184  -0.215
S: -15.0965 -3.5665 8.0067  0.715
O: -15.9902 -2.4343 7.7856  -0.292
O: -14.0378 -3.4740 9.0138  -0.320
C: -14.4635 -4.1382 6.5018  -0.253
C: -13.8566 -3.2544 5.6387  -0.026
C: -13.5417 -3.7825 4.3807  -0.041
C: -13.8162 -5.1369 4.0842  -0.062
C: -14.4352 -5.9988 4.9667  0.019
C: -14.8115 -5.4424 6.1989  -0.118
H: -13.7190 -2.2237 5.9462  0.126
H: -13.0961 -3.1610 3.6132  0.106
H: -13.5002 -5.5316 3.1214  0.107
H: -14.6515 -7.0299 4.7264  0.124
N: -13.3288 -9.0271 10.6582  0.173
C: -14.2224 -8.0431 10.4486  -0.462
N: -13.9033 -6.7639 10.3933  0.224
N: -15.5095 -8.4430 10.3103  0.136
C: -16.4234 -7.7040 9.8232  -0.299
N: -17.3789 -7.0839 9.4772  -0.002
H: -12.3721 -8.8384 10.9068  0.112
H: -13.7409 -9.9512 10.7792  0.124
H: -12.9536 -6.4488 10.3065  0.124
H: -14.6539 -6.0768 10.2378  0.079

Results
Spin multiplicity: 5
Max |F| in eV/Å: 5.138
LUMO energy (spin up / spin down) in eV: -0.01 / -0.52
E in eV: -105004.031
E_HOMO (spin up / spin down) in eV: -5.5707 / -7.7848
Kohn-Sham gap (spin up / spin down) in eV: 5.56 / 7.27
Total charge: 0
Energy relative to the best compared isomer or geometry (same formula, charge and spin) in kcal/mol: 0.0
⟨S²⟩: 6.02